Record 1
Density functional theory data (ωB97M-V/def2-TZVPD) for C29H54InN2O5Si3 as an isolated structure.

The geometry in ORCA input format:
```
! wB97M-V def2-TZVPD RIJCOSX def2/J DEFGRID3
* xyz 0 2
In -0.49 0.12 -0.57
Si 3.30 1.28 -0.58
Si -1.28 3.43 -0.20
Si 2.64 -1.97 -0.55
O -0.98 4.43 -1.46
O -1.19 4.42 1.13
O -0.32 2.17 -0.09
O -2.28 -0.73 1.09
O -2.84 2.91 -0.38
N 0.61 -0.36 1.67
N -3.58 -0.68 0.99
C 4.31 -2.61 0.02
C -1.29 5.46 3.23
C -5.57 -1.39 -0.08
C 1.21 5.30 -0.88
C 0.81 -0.08 4.03
C 2.74 0.09 2.63
C -6.33 -0.63 0.79
C 3.12 2.72 0.59
C 2.50 1.71 -2.22
C 1.33 -3.12 0.13
C -3.32 2.73 -2.75
C -4.30 0.09 1.83
C -5.04 2.32 -1.00
C 2.47 -0.24 0.15
C -2.49 3.30 2.83
C 5.12 0.92 -0.87
C 0.07 -0.31 2.89
C 0.02 3.35 2.92
C 2.61 -1.98 -2.42
C -0.10 5.54 -1.62
C -0.79 6.80 -1.09
C -3.83 3.17 -1.38
C -1.24 4.12 2.52
C -4.21 4.64 -1.38
C 0.15 5.66 -3.12
C 2.18 0.13 3.89
C -5.67 0.12 1.75
C 1.92 -0.16 1.52
C -4.20 -1.41 0.03
H 0.14 2.47 2.30
H -3.71 0.64 2.54
H -5.36 2.58 0.01
H 0.91 3.98 2.81
H -3.35 5.26 -1.60
H 4.37 -2.63 1.11
H 1.92 6.11 -1.08
H 2.50 0.86 -2.91
H 3.80 0.25 2.48
H 3.05 2.53 -2.69
H -2.44 3.31 -3.03
H 5.26 0.11 -1.59
H -1.08 6.65 -0.05
H -7.41 -0.61 0.71
H 2.56 -3.01 -2.77
H 1.47 2.03 -2.06
H 5.13 -1.99 -0.36
H -3.04 1.68 -2.73
H 0.76 6.55 -3.34
H 1.66 4.36 -1.21
H 1.74 -1.45 -2.82
H 2.80 0.32 4.75
H -6.03 -1.99 -0.86
H 5.60 1.81 -1.28
H -4.09 2.88 -3.51
H 1.39 -3.18 1.22
H 3.55 2.52 1.58
H -0.80 5.75 -3.65
H -2.20 6.00 2.96
H -1.28 5.32 4.32
H 3.51 -1.53 -2.85
H -2.57 3.13 3.91
H -3.38 3.82 2.47
H -3.53 -1.98 -0.59
H 0.33 -0.05 5.00
H -4.61 4.92 -0.40
H 0.32 -2.79 -0.13
H -6.22 0.74 2.45
H -2.44 2.34 2.32
H 0.68 4.78 -3.49
H -1.01 -0.46 2.93
H -0.43 6.06 2.95
H -4.98 4.84 -2.13
H 4.47 -3.63 -0.34
H -4.77 1.26 -1.02
H -0.05 3.04 3.97
H 2.05 2.95 0.73
H 1.04 5.25 0.20
H 1.49 -4.12 -0.28
H -5.87 2.49 -1.69
H 5.63 0.65 0.05
H 3.61 3.61 0.18
H -1.68 7.02 -1.68
H -0.11 7.66 -1.15
*
```

Computed properties:
**Frontier orbital gap (spin up / spin down)**: 0.254 / 0.230 Eh
**M**: 709.84 g/mol
**Expectation value of S²**: 0.764



Record 2
Density functional theory data (ωB97M-V/def2-TZVPD) for C30H48AsN2OPtS2Sb as an isolated structure.

The geometry in ORCA input format:
```
! wB97M-V def2-TZVPD RIJCOSX def2/J DEFGRID3
* xyz 2 1
Pt -0.73 -1.11 0.14
Sb -3.30 -0.79 0.04
As -0.17 -4.40 0.74
S -0.52 1.11 -0.11
S 1.60 -1.29 -0.15
O -1.20 -3.10 0.39
N 3.40 0.63 0.00
N 1.58 2.62 -0.62
C 1.82 6.86 1.24
C -5.24 0.32 -2.04
C 0.72 3.82 -0.74
C -5.31 0.65 1.84
C 5.04 -0.51 -2.38
C 3.78 2.04 0.16
C 5.45 -0.14 -1.10
C -4.59 -3.34 -0.98
C 6.71 0.42 -0.91
C 7.56 0.60 -1.99
C -3.80 0.58 1.60
C -2.96 -0.37 -2.93
C -1.31 -5.88 1.10
C 1.56 6.01 0.18
C -3.74 0.25 -1.78
C 5.89 -0.32 -3.46
C -3.04 0.22 2.88
C 4.52 -0.34 0.07
C 2.14 0.30 -0.13
C 1.52 6.47 2.54
C 3.01 2.86 -0.82
C 0.93 -4.84 -0.76
C -4.50 -3.13 1.54
C 7.15 0.24 -3.26
C 0.98 4.76 0.41
C 0.90 -4.06 2.28
C 0.67 4.37 1.71
C -4.69 -2.40 0.22
C 0.94 5.22 2.77
C 1.13 1.44 -0.30
H -4.72 -2.82 -1.93
H 1.79 6.32 -0.83
H -3.35 1.26 -1.58
H 7.81 0.38 -4.11
H 1.14 -5.00 2.78
H -5.37 -4.10 -0.91
H 7.03 0.69 0.09
H -3.44 1.54 1.22
H 5.03 -0.19 1.02
H 3.20 3.92 -0.67
H 0.69 4.93 3.78
H -5.71 -0.31 2.17
H -5.85 0.95 0.94
H -5.27 -3.89 1.66
H -5.67 -0.68 -2.17
H -5.43 0.87 -2.96
H 0.27 -5.15 -1.57
H 0.32 -3.42 2.95
H 4.09 -1.34 0.06
H 3.56 2.35 1.19
H -4.56 -2.46 2.40
H 5.58 -0.62 -4.45
H -5.65 -1.86 0.21
H -1.89 -0.43 -2.73
H -1.92 -6.07 0.22
H 1.82 -3.55 1.99
H -1.94 -5.65 1.95
H 1.74 7.13 3.36
H 0.21 3.41 1.90
H 4.07 -0.96 -2.53
H 8.54 1.03 -1.84
H -3.53 -3.63 1.56
H 3.27 2.60 -1.85
H 0.96 4.29 -1.69
H -0.32 3.50 -0.77
H -3.10 0.23 -3.84
H 1.51 -3.97 -1.07
H 2.26 7.83 1.06
H -3.23 0.97 3.65
H -5.53 1.38 2.61
H -0.70 -6.76 1.31
H -3.63 -3.85 -0.99
H -1.96 0.17 2.71
H -5.78 0.82 -1.24
H 4.85 2.13 -0.02
H 1.59 -5.66 -0.49
H -3.36 -0.74 3.28
H -3.32 -1.38 -3.16
*
```

Computed properties:
**Energy relative to the best compared isomer or geometry (same formula, charge and spin)**: 0.0 kJ/mol
**Frontier orbital gap**: 0.263 Eh
**M**: 908.62 g/mol



Record 3
Density functional theory data (ωB97M-V/def2-TZVPD) for C30H76GaIO16PS11 as an isolated structure at a distorted geometry.

The geometry in ORCA input format:
```
! wB97M-V def2-TZVPD RIJCOSX def2/J DEFGRID3
* xyz -1 1
I -1.83 2.17 5.98
Ga -0.06 -0.10 2.57
S -0.11 0.39 -3.52
S 2.78 1.36 0.90
S -4.56 -2.54 12.97
S -0.41 -1.74 -10.41
S -3.57 2.21 9.79
S 5.59 6.62 -6.64
S -1.59 -3.78 -5.59
S -7.43 -4.49 -1.26
S 2.65 4.63 4.77
S 7.41 1.87 0.54
S 3.83 1.26 -8.28
P 1.34 0.07 0.65
O 1.98 -2.95 4.36
O 1.54 3.74 5.23
O 5.28 -0.54 3.50
O -2.06 -2.38 -5.36
O 2.39 1.59 -8.50
O 6.94 3.27 0.78
O -3.51 1.66 3.42
O -5.15 -4.31 2.03
O 1.23 0.92 -3.09
O 3.23 -1.71 2.73
O -2.21 1.94 9.22
O 0.62 -2.80 -10.61
O -7.08 -5.61 -2.19
O -5.98 -2.62 3.60
O 6.62 5.55 -6.83
O -4.73 -1.06 12.81
C -1.08 1.70 2.66
C -5.04 -3.06 2.55
C -2.22 1.80 3.83
C -1.39 -1.64 -11.93
C 0.06 -0.17 -5.23
C 8.30 1.84 -1.04
C 3.96 0.35 -6.72
C 5.99 0.90 -0.02
C 4.61 6.71 -8.16
C 4.58 -1.68 3.32
C 5.31 -3.12 3.74
C 6.41 8.22 -6.84
C -9.18 -4.11 -1.51
C 2.18 -1.74 3.77
C 1.25 -0.41 4.17
C -4.32 0.61 10.18
C -3.01 -4.75 -6.16
C -6.22 -3.25 13.13
C -0.70 -3.80 -7.18
C 0.41 -0.14 -10.61
C 4.65 2.76 -7.68
C -4.22 -3.22 11.33
C -2.64 -1.81 3.10
C 4.08 4.31 5.84
C -3.87 -2.00 2.01
C -3.35 2.75 11.51
C -1.16 1.81 -3.89
C 3.36 3.88 3.28
C -7.62 -5.19 0.39
C -1.24 -1.76 2.25
H 4.03 5.79 -8.25
H 3.84 4.67 6.85
H -8.31 -6.03 0.37
H -1.47 2.00 1.57
H -9.78 -5.02 -1.42
H -6.15 -4.34 13.13
H 3.46 0.90 -5.92
H 4.26 4.43 2.99
H 4.11 3.17 -6.83
H -6.86 -2.92 12.31
H -7.99 -4.42 1.07
H -1.33 -3.36 -7.96
H 5.28 0.82 0.81
H -0.65 2.49 -4.58
H -2.10 1.47 -4.32
H -3.46 -2.50 1.01
H 1.11 0.00 -9.79
H -1.97 -2.56 -12.03
H -0.92 -0.46 -5.62
H 3.47 -0.62 -6.85
H 4.42 -3.90 3.88
H 0.68 -0.67 5.16
H -4.51 0.08 9.25
H 6.96 8.24 -7.78
H 0.49 0.62 -5.84
H 8.55 0.82 -1.30
H -2.80 -0.93 3.85
H 4.95 4.85 5.46
H -4.21 -4.31 11.38
H 5.96 -3.49 2.81
H -1.38 -1.86 1.07
H -3.72 -4.83 -5.33
H -0.33 0.66 -10.60
H 7.67 2.29 -1.82
H 6.00 -3.03 4.68
H -4.98 -2.89 10.62
H -9.31 -3.69 -2.51
H -2.08 -0.79 -11.87
H 2.04 0.47 4.30
H 9.21 2.43 -0.93
H 5.01 0.19 -6.47
H 1.77 -1.28 0.38
H 4.65 3.50 -8.49
H -5.27 0.77 10.70
H 5.51 1.40 -0.86
H -9.51 -3.37 -0.77
H 6.32 -0.10 -0.31
H -4.33 2.84 11.99
H -0.27 2.53 2.92
H 5.27 6.82 -9.02
H -0.62 -2.72 2.56
H -4.35 -0.98 1.67
H 4.29 3.24 5.88
H 5.68 2.53 -7.40
H -0.73 -1.53 -12.79
H -3.65 0.02 10.80
H -2.64 -2.81 3.75
H -2.86 3.72 11.50
H -6.64 -5.53 0.74
H 0.45 0.47 -0.43
H 7.11 8.35 -6.01
H 0.21 -3.22 -7.07
H -3.24 -2.87 11.01
H -3.49 -4.25 -7.00
H -1.36 2.35 -2.96
H 3.61 2.83 3.48
H -5.52 -2.76 4.49
H 3.92 7.56 -8.09
H -2.68 -5.75 -6.45
H 0.96 -0.12 -11.56
H -2.73 2.02 12.05
H -6.65 -2.92 14.08
H 5.67 9.02 -6.82
H 2.62 3.93 2.48
H -0.45 -4.83 -7.44
H 0.72 -1.05 -5.24
*
```

Computed properties:
**Frontier orbital gap**: 0.226 Eh
**M**: 1273.26 g/mol



Record 4
Density functional theory data (ωB97M-V/def2-TZVPD) for C26H17ClF5FeN4O2 as an isolated structure.

The geometry in ORCA input format:
```
! wB97M-V def2-TZVPD RIJCOSX def2/J DEFGRID3
* xyz 0 2
Fe -0.22 0.06 1.07
Cl 6.66 -1.97 -3.04
F 2.02 2.23 2.41
F 0.03 0.91 3.79
F 3.09 0.35 2.21
F 1.03 -0.99 3.38
F 2.57 1.10 4.16
O 1.37 0.70 0.13
O 1.02 -1.37 0.57
N -1.11 0.40 -0.75
N -2.26 1.50 2.31
N -1.57 -0.73 2.23
N -1.38 1.52 1.41
C 2.97 -0.87 -0.73
C 1.75 -0.50 0.02
C -2.31 0.21 2.86
C -0.63 -1.57 -2.13
C -1.19 1.75 -0.85
C -3.15 -0.10 3.91
C 3.73 0.13 -1.34
C 3.35 -2.20 -0.84
C -2.46 -2.38 3.68
C -2.70 -0.90 -3.83
C -1.38 3.91 -1.91
C -3.22 -1.42 4.32
C -1.62 4.55 -0.68
C -1.63 3.81 0.48
C 4.87 -0.21 -2.05
C 5.23 -1.54 -2.15
C -0.93 -2.38 -3.22
C -1.17 2.55 -2.01
C 4.48 -2.55 -1.55
C -1.96 -2.05 -4.08
C 0.79 0.25 2.84
C -2.41 -0.10 -2.74
C 2.14 1.00 2.90
C -1.35 -0.40 -1.88
C -1.64 -2.00 2.64
C -1.35 2.45 0.38
H -3.72 0.69 4.37
H -3.87 -1.69 5.15
H 3.42 1.16 -1.24
H -2.50 -3.42 3.98
H 5.47 0.55 -2.53
H -2.19 -2.68 -4.93
H 0.17 -1.87 -1.46
H -0.35 -3.28 -3.38
H -3.53 -0.64 -4.48
H 2.75 -2.96 -0.35
H -1.77 5.62 -0.65
H -1.00 2.10 -2.97
H 4.79 -3.58 -1.64
H -1.00 -2.70 2.12
H -1.34 4.50 -2.81
H -1.79 4.26 1.45
H -3.02 0.77 -2.54
*
```

Computed properties:
**Energy relative to the best compared isomer or geometry (same formula, charge and spin)**: 107.3 kJ/mol
**Frontier orbital gap (spin up / spin down)**: 0.211 / 0.210 Eh
**M**: 603.74 g/mol
**Expectation value of S²**: 0.773



Record 5
Density functional theory data (ωB97M-V/def2-TZVPD) for C10H14F6KO9P as an isolated structure at a distorted geometry.

The geometry in ORCA input format:
```
! wB97M-V def2-TZVPD RIJCOSX def2/J DEFGRID3
* xyz 1 2
K 1.45 0.99 -2.01
P -1.47 1.12 -4.31
F -0.38 -0.02 -3.82
F -1.11 2.08 -3.06
F -1.93 0.14 -5.55
F -0.36 1.84 -5.21
F -2.70 0.45 -3.38
F -2.52 2.28 -4.76
O -1.71 -1.53 0.17
O 3.38 1.42 0.18
O -0.40 0.40 2.15
O 5.69 1.57 0.47
O -1.45 2.13 1.67
O 0.30 1.69 0.41
O 0.29 -1.37 -0.86
O -1.60 -2.25 -1.85
O 4.45 0.89 2.16
C -1.60 0.40 3.02
C 4.40 1.32 0.86
C -0.90 -1.70 -0.87
C -3.07 -1.64 -0.28
C 5.61 1.24 2.75
C -2.07 1.79 2.87
C -0.39 1.48 1.40
C -2.99 -4.17 -1.00
C -2.89 -2.66 -1.44
C 6.59 1.38 1.58
H -2.37 -0.26 2.61
H -2.34 -4.30 -0.13
H 7.31 2.17 1.78
H -3.15 1.77 2.81
H -3.98 -4.36 -0.56
H 5.37 2.16 3.28
H -3.72 -2.39 -2.08
H -1.73 2.44 3.68
H -3.66 -2.05 0.54
H -2.59 -4.85 -1.75
H -1.41 0.17 4.07
H 5.94 0.43 3.40
H 7.21 0.48 1.54
H -3.52 -0.67 -0.50
*
```

Computed properties:
**Frontier orbital gap (spin up / spin down)**: 0.394 / 0.122 Eh
**M**: 462.27 g/mol
**Expectation value of S²**: 0.758



Record 6
Density functional theory data (ωB97M-V/def2-TZVPD) for one molecule with the formula C18H28N2O4S.

The geometry in ORCA input format:
```
! wB97M-V def2-TZVPD RIJCOSX def2/J DEFGRID3
* xyz 0 1
S -4.31 1.02 0.21
O 4.43 2.24 -1.30
O -4.81 1.15 -1.13
O -4.77 1.90 1.23
O 1.60 1.14 0.15
N -4.67 -0.51 0.72
N 4.43 0.53 0.16
C 6.08 -1.80 0.58
C 4.58 -1.89 0.28
C -5.55 -3.69 -1.15
C -1.81 1.23 1.33
C -0.48 1.00 -1.11
C -1.87 0.98 -1.06
C 6.82 -3.02 0.06
C -5.55 -2.65 -0.03
C 5.84 0.70 0.45
C -2.52 1.09 0.15
C 2.35 1.11 -1.04
C -4.40 -1.64 -0.14
C 6.62 -0.51 -0.04
C 3.84 1.35 -0.73
C -3.05 -2.29 0.18
C 0.24 1.13 0.07
C -0.43 1.25 1.29
C 3.86 -0.64 0.78
H -4.67 -4.33 -1.08
H 7.68 -0.38 0.21
H 6.71 -3.11 -1.02
H 0.15 1.36 2.19
H -4.52 -0.66 1.71
H -6.43 -4.32 -1.07
H 6.54 -0.57 -1.13
H 5.96 0.81 1.53
H -2.35 1.34 2.25
H 6.17 1.61 -0.04
H 6.22 -1.74 1.67
H -5.51 -3.14 0.94
H -5.55 -3.20 -2.12
H 2.05 1.92 -1.72
H 0.01 0.91 -2.06
H -6.48 -2.08 -0.08
H 7.88 -2.95 0.29
H 2.79 -0.71 0.57
H -4.38 -1.22 -1.15
H -2.46 0.89 -1.96
H 6.44 -3.93 0.52
H -2.82 -3.07 -0.53
H 2.24 0.15 -1.57
H 3.98 -0.55 1.86
H -2.25 -1.55 0.13
H -3.06 -2.72 1.18
H 4.16 -2.77 0.77
H 4.44 -2.00 -0.79
*
```

Computed properties:
**SMILES**: CC[C@H](C)NS(=O)(=O)c1ccc(OCC(=O)N2CCC(C)CC2)cc1
**Energy relative to the best compared isomer or geometry (same formula, charge and spin)**: 30.0 kJ/mol
**Frontier orbital gap**: 0.353 Eh
**M**: 368.50 g/mol



| no. | E (eV) |
| --- | --- |
| 1 | -72980.2279 |
| 2 | -129198.3326 |
| 3 | -254042.4341 |
| 4 | -97790.7925 |
| 5 | -70939.5680 |
| 6 | -41126.1650 |